Below is an isolated molecule of C4H8O2, with properties calculated with ωB97M-V/def2-TZVPD.

XYZ file:
```
14
Properties=species:S:1:pos:R:3:forces:R:3
O 1.009 -1.137 0.130 0.0 -0.2 0.0
C 1.318 0.126 -0.673 0.1 0.1 -0.3
C 0.651 1.242 -0.038 0.1 -0.1 0.1
C -0.812 0.923 0.198 -0.2 -0.1 0.0
C -0.864 -0.442 0.753 -0.1 0.0 0.0
O -1.604 -1.403 0.224 0.0 0.2 -0.1
H 1.016 -1.924 -0.445 0.0 0.1 0.1
H 0.941 -0.114 -1.683 0.0 0.1 0.2
H 2.406 0.231 -0.708 -0.2 0.0 0.0
H 1.157 1.639 0.843 0.0 0.0 -0.1
H -1.449 0.969 -0.708 0.1 0.0 0.1
H -1.227 1.616 0.940 0.1 -0.1 -0.1
H -0.541 -0.657 1.764 0.0 0.0 -0.1
H -2.001 -1.069 -0.597 0.0 -0.1 0.1
```
Positions in Å, forces in eV/Å.

Summary:
- LUMO energy (spin up / spin down): 0.50 / 0.50 eV
- DFT total energy: -307.53112 Eh
- Energy relative to the best compared isomer or geometry (same formula, charge and spin): 4.934 eV
- Charge: 0

Atomic partial charges in e from the Mulliken method, atoms 1 to 4: number 1, O, carries -0.4661; number 2, C, carries -0.3202; number 3, C, carries -0.7598; number 4, C, carries -0.5438